26
Properties=species:S:1:pos:R:3 method="wB97M-V/def2-TZVPD" relative_energy_ev=0.916 charge=+1 e_lumo_ha=-0.1030 mol_weight_g_mol=128.19 multiplicity=1 e_tot_ev=-12066.4488
O 1.261 -3.539 -1.223
O -3.093 0.901 2.869
O 2.050 0.098 -4.265
N 0.728 -0.720 -1.283
C -0.145 1.092 0.158
C -0.339 0.535 1.574
C -0.517 0.055 -0.880
C 0.003 1.393 2.793
H 1.989 -4.159 -1.307
H 1.493 0.615 -4.866
H 0.431 -3.996 -1.064
H -0.911 0.538 -1.768
H 0.530 -1.679 -1.596
H 0.981 -0.197 -2.127
H -0.648 2.046 0.039
H 2.863 0.125 -4.783
H -4.016 0.714 3.069
H -1.372 0.199 1.580
H 0.616 2.249 2.499
H 0.913 1.379 0.071
H 0.591 0.775 3.464
H -1.217 -0.659 -0.456
H -2.965 1.781 3.236
H 1.491 -0.841 -0.625
H -0.907 1.725 3.268
H 0.188 -0.428 1.623